Record 1
A cluster of 5 separate species, C4H19N3O5 in total at a distorted geometry, computed with wB97M-V/def2-TZVPD.

Bonds (Å) are listed after each position.
CARTESIAN COORDINATES (ANGSTROEM)
1 N -1.95254 0.97989 -0.31743  C2 1.439, H9 1.014, H10 1.008
2 C -2.33845 0.08572 -1.37630  N1 1.439, C3 1.610, H11 1.085, H12 1.115
3 C -1.40951 -1.21625 -1.56265  C2 1.610, C4 1.524, H13 1.108, H14 1.114
4 C 0.03864 -0.89510 -1.91066  C3 1.524, N5 1.414, H15 1.115, H16 1.118
5 N 0.76040 -0.52754 -0.75180  C4 1.414, C6 1.365, H17 1.025
6 C 2.07983 -0.19802 -0.63483  N5 1.365, N7 1.378, O8 1.223
7 N 2.73704 -0.05939 -1.83770  C6 1.378, H18 1.002, H19 1.003
8 O 2.62909 0.07734 0.42291  C6 1.223
9 H -1.75660 0.68296 0.63214  N1 1.014
10 H -1.19342 1.61698 -0.50113  N1 1.008
11 H -2.35919 0.62182 -2.31953  C2 1.085
12 H -3.20323 -0.51223 -1.00388  C2 1.115
13 H -1.31670 -1.92704 -0.71772  C3 1.108
14 H -1.99261 -1.90709 -2.21275  C3 1.114
15 H 0.51300 -1.69940 -2.52030  C4 1.115
16 H 0.02674 -0.02564 -2.61403  C4 1.118
17 H 0.25080 -0.62535 0.13238  N5 1.025
18 H 2.21766 -0.04118 -2.69477  N7 1.002
19 H 3.57538 0.48899 -1.79133  N7 1.003
20 O -1.22516 -1.77107 1.87226  H21 0.967, H22 0.962
21 H -1.85450 -1.21181 2.34883  O20 0.967
22 H -1.66195 -2.62307 1.78042  O20 0.962
23 O -0.92761 1.12832 2.29122  H24 0.964, H25 0.966
24 H -0.84744 2.07379 2.12018  O23 0.964
25 H -0.00861 0.83151 2.32172  O23 0.966
26 O 1.43419 -1.32008 2.52391  H27 0.962, H28 0.961
27 H 2.08651 -0.98935 1.89855  O26 0.962
28 H 0.62143 -0.81927 2.63705  O26 0.961
29 O 1.43358 3.35598 1.00412  H30 0.966, H31 0.968
30 H 1.28071 3.27455 1.95403  O29 0.966
31 H 2.36249 3.15102 0.82712  O29 0.968

Results
Orbital gap = 8.841 eV
Lowest unoccupied orbital energy = 0.41 eV
Highest occupied orbital energy = -8.427 eV
SMILES = NCCCNC(N)=O.O.O.O.O
Energy = -704.2698 a.u.
Relative energy (zero: lowest compared OMol25 entry of this formula, charge and spin) = 0.506 eV

=====

Record 2
A cluster of 6 separate species, C4H19NO5 in total at a distorted geometry, computed with wB97M-V/def2-TZVPD.

Bonds (Å) are listed after each position.
CARTESIAN COORDINATES (ANGSTROEM)
1 C 0.64523 0.06866 2.65291  N2 1.302, H6 1.043, H7 1.050
2 N -0.29349 0.93370 2.39717  C1 1.302, C3 1.479
3 C -0.01119 2.26647 1.82043  N2 1.479, C4 1.529, H8 1.113, H9 1.139
4 C -0.08705 2.16506 0.29645  C3 1.529, C5 1.537, H10 1.101, H11 1.125
5 C 1.28363 2.18491 -0.39814  C4 1.537, H12 1.077, H13 1.096, H14 1.077
6 H 1.68468 0.04343 2.74029  C1 1.043
7 H 0.45660 -0.96047 2.74517  C1 1.050
8 H -0.87071 2.84575 2.22598  C3 1.113
9 H 0.82881 2.86076 2.30804  C3 1.139
10 H -0.83674 1.46689 -0.10817  C4 1.101
11 H -0.65363 3.13189 0.19390  C4 1.125
12 H 1.17778 1.71312 -1.36030  C5 1.077
13 H 1.66814 3.20350 -0.27136  C5 1.096
14 H 1.98610 1.45447 -0.03262  C5 1.077
15 O -2.43093 -0.02612 0.87079  H16 0.978, H17 0.948
16 H -2.13669 0.39623 1.70233  O15 0.978
17 H -2.51003 -0.94722 1.07907  O15 0.948
18 O 0.73500 -3.08886 -1.22622  H19 1.031, H20 1.008
19 H 0.58204 -2.64960 -2.14609  O18 1.031
20 H -0.26110 -3.21762 -1.30616  O18 1.008
21 O -2.05156 -0.39721 -2.39295  H22 0.900, H23 0.928
22 H -2.95079 -0.36870 -2.42630  O21 0.900
23 H -1.95537 -0.28938 -1.47610  O21 0.928
24 O 1.72690 -1.37909 0.46573  H25 1.012, H26 0.937
25 H 1.28108 -2.07782 -0.11491  O24 1.012
26 H 2.61602 -1.67043 0.51091  O24 0.937
27 O 0.74435 -1.32594 -2.94308  H28 0.962, H29 0.890
28 H -0.14938 -0.97709 -3.02018  O27 0.962
29 H 1.32368 -0.86647 -2.44769  O27 0.890

Results
Orbital gap = 9.768 eV
Lowest unoccupied orbital energy = 0.42 eV
Highest occupied orbital energy = -9.345 eV
SMILES = C=NCCC.O.O.O.O.O
Energy = -594.6479 a.u.
Relative energy (zero: lowest compared OMol25 entry of this formula, charge and spin) = 3.074 eV

=====

Record 3
A cluster of 6 separate species, C4H19NO7 in total at a distorted geometry, computed with wB97M-V/def2-TZVPD.

Bonds (Å) are listed after each position.
CARTESIAN COORDINATES (ANGSTROEM)
1 O 1.77093 0.38376 1.60033  C2 1.221
2 C 0.97882 0.38541 0.67137  O1 1.221, N3 1.472, C6 1.509
3 N 1.49582 -0.09020 -0.62221  C2 1.472, C4 1.440, H8 1.036
4 C 0.78357 -1.06616 -1.40558  N3 1.440, O5 1.433, H9 1.149, H10 1.065
5 O -0.53348 -0.64732 -1.78271  C4 1.433, H11 0.986
6 C -0.32445 1.14304 0.60394  C2 1.509, C7 1.492, H12 1.234, H13 1.068
7 C -0.63973 2.07137 1.72886  C6 1.492, H14 1.114, H15 1.068, H16 1.202
8 H 2.51153 -0.29047 -0.59117  N3 1.036
9 H 1.49936 -1.28094 -2.27865  C4 1.149
10 H 0.35728 -1.96269 -1.01886  C4 1.065
11 H -0.65929 0.00903 -2.50823  O5 0.986
12 H -0.24562 1.76597 -0.45808  C6 1.234
13 H -1.13963 0.45264 0.60613  C6 1.068
14 H -0.34957 3.12718 1.52298  C7 1.114
15 H -1.63410 1.83869 2.04105  C7 1.068
16 H 0.08136 1.88350 2.67237  C7 1.202
17 H -1.07619 2.25361 -3.66680  O19 1.046
18 H -2.30968 1.85700 -3.01313  O19 0.938
19 O -1.40592 1.84616 -2.76114  H17 1.046, H18 0.938
20 H -1.06012 -2.75855 -1.59349  O22 0.933
21 H -2.13212 -2.68269 -0.54425  O22 0.996
22 O -1.77029 -3.26687 -1.26519  H20 0.933, H21 0.996
23 H 0.41502 -2.23157 2.29942  O25 0.930
24 H 1.16087 -1.17152 3.13992  O25 0.978
25 O 0.80186 -2.08151 3.13136  H23 0.930, H24 0.978
26 H -1.34913 -1.89604 3.35163  O28 0.915
27 H -2.44291 -1.56159 2.23611  O28 0.970
28 O -1.92816 -1.27703 3.00754  H26 0.915, H27 0.970
29 H 2.23895 2.45146 -1.72651  O31 0.889
30 H 1.22109 2.39175 -2.76671  O31 0.912
31 O 1.77167 2.94715 -2.29767  H29 0.889, H30 0.912

Results
Net charge = -1
2S+1 = 2
Orbital gap (spin up / spin down) = 2.627 / 9.642 eV
Lowest unoccupied orbital energy (spin up / spin down) = 2.66 / 2.56 eV
⟨S²⟩ = 0.75
Highest occupied orbital energy (spin up / spin down) = 0.033 / -7.077 eV
Energy = -745.1546 a.u.
Relative energy (zero: lowest compared OMol25 entry of this formula, charge and spin) = 0.826 eV

=====

Record 4
A cluster of 7 separate species, C4H19NO9 in total at a distorted geometry, computed with wB97M-V/def2-TZVPD.

Bonds (Å) are listed after each position.
CARTESIAN COORDINATES (ANGSTROEM)
1 O 1.92104 2.45665 1.62955  C2 1.249
2 C 1.67451 1.38181 1.04359  O1 1.249, O3 1.375, C4 1.625
3 O 1.15913 0.49205 1.95686  C2 1.375, H9 1.056
4 C 1.98336 0.90335 -0.47880  C2 1.625, C5 1.525, H10 1.214, H11 1.153
5 C 2.52313 -0.52225 -0.51578  C4 1.525, C6 1.559, H12 1.101, H13 1.167
6 C 2.38514 -1.16330 -1.93065  C5 1.559, N7 1.351, O8 1.264
7 N 1.23753 -1.87341 -1.98334  C6 1.351, H14 0.937, H15 0.961
8 O 3.25332 -0.80988 -2.77847  C6 1.264
9 H 0.75535 -0.29793 1.38337  O3 1.056
10 H 2.69641 1.65917 -1.10598  C4 1.214
11 H 0.93989 0.92103 -0.96913  C4 1.153
12 H 2.55431 -1.13547 0.39808  C5 1.101
13 H 3.68954 -0.52839 -0.46763  C5 1.167
14 H 1.29142 -2.55019 -2.62867  N7 0.937
15 H 0.84156 -2.14149 -1.15024  N7 0.961
16 H -2.83076 -3.92571 0.50733  O18 0.911
17 H -3.22522 -2.50137 0.93669  O18 1.044
18 O -2.91206 -3.09676 0.13883  H16 0.911, H17 1.044
19 H -3.52671 0.02251 1.26919  O21 1.006
20 H -3.64832 0.99131 2.32675  O21 0.975
21 O -3.32189 0.07538 2.25223  H19 1.006, H20 0.975
22 H -1.73123 1.56102 1.85451  O24 0.862
23 H -0.80610 1.26145 3.07945  O24 0.916
24 O -1.47239 1.72854 2.65988  H22 0.862, H23 0.916
25 H 0.21047 3.77985 -1.32731  O27 0.982
26 H 1.10391 3.39584 -0.08989  O27 1.074
27 O 0.33595 3.00849 -0.73315  H25 0.982, H26 1.074
28 H -1.14906 -1.47597 0.40826  O30 1.076
29 H -0.31999 -0.20207 -0.46678  O30 1.029
30 O -0.24796 -0.90000 0.28538  H28 1.076, H29 1.029
31 H -2.23390 -0.90043 -1.83446  O33 1.025
32 H -1.38335 0.46483 -2.20618  O33 0.990
33 O -1.74702 -0.07866 -1.46347  H31 1.025, H32 0.990

Results
Net charge = -1
2S+1 = 2
Orbital gap (spin up / spin down) = 3.042 / 9.967 eV
Lowest unoccupied orbital energy (spin up / spin down) = 3.00 / 2.92 eV
⟨S²⟩ = 0.75
Highest occupied orbital energy (spin up / spin down) = -0.040 / -7.050 eV
Energy = -895.6071 a.u.

=====

energy of number 4 (C4H19NO9)? -895.6071 a.u.

=====

Among the records above, which one has the highest energy? C4H19NO5

=====

Among the records above, which one has the highest energy? C4H19NO5

=====

Among the records above, which one has the highest energy? C4H19NO5